# 1
Computed, not measured: a cluster of 14 separate species, C42H75Br26N3O7P in total at a distorted geometry, with ωB97M-V with the def2-TZVPD basis set.

Atoms and positions in Å:
H1 1.2258 -3.7682 -6.2435
H2 -7.3851 -5.1923 3.4958
H3 0.8174 5.6782 6.1626
H4 2.5234 4.7914 -1.9933
O1 4.0221 -2.2760 -5.6955
P1 -0.6953 5.2780 -4.1053
H5 0.2919 0.0139 1.7936
Br1 -6.1574 -3.0280 3.5692
C1 7.5264 -5.0639 -7.3405
Br2 -1.9683 6.3165 7.0136
C2 0.8905 1.0867 -4.0939
H6 -1.3652 2.6238 -3.6582
H7 1.5682 4.9439 7.5905
C3 -4.6156 0.5036 -2.0943
H8 0.5697 1.3299 -3.0779
H9 -10.2617 2.2889 -2.4126
H10 0.8716 -0.9273 8.5808
H11 0.2594 3.9342 -5.7758
C4 1.3862 3.5034 -4.0987
H12 4.8731 4.1883 -1.6233
H13 2.0200 0.0811 9.4797
H14 7.5444 -5.2779 -8.4066
H15 -7.0042 -10.2737 7.3159
H16 8.0916 -0.1097 -4.4205
C5 -8.8393 2.3190 -0.8084
H17 -0.5857 5.8376 -2.0384
H18 6.9234 3.6917 -0.1054
H19 -5.2473 -9.7184 4.8589
C6 6.1279 4.3986 0.1033
H20 8.1174 1.2819 -2.4274
Br3 -9.2412 0.0442 -2.5061
H21 2.1390 -1.8418 11.2260
H22 -10.7581 1.3269 -1.0081
Br4 7.9499 -3.1684 -7.1915
C7 1.6776 -0.9370 9.3084
H23 -6.5835 0.5705 -3.0104
N1 0.0697 3.7849 -4.7824
C8 -5.5375 0.4884 -3.2881
O2 4.5786 2.2856 -5.4738
Br5 2.7350 -7.0198 -7.5878
Br6 -5.3722 -1.1596 -4.3196
C9 1.3772 -5.6915 -7.1735
H24 1.0790 -5.2771 -8.1340
H25 2.8967 -4.2548 -6.5790
H26 3.4252 -0.9822 5.7563
C10 -9.9139 1.6387 -1.6132
H27 3.9780 4.5599 -0.1357
H28 -3.0073 -3.2569 7.8699
C11 -7.6453 -4.2306 3.9247
Br7 -0.0614 -1.4563 4.3190
H29 5.4150 -4.6555 -7.0575
H30 0.4660 -0.9726 -4.0698
H31 -2.2515 3.5701 -0.5208
H32 3.2166 4.3535 -4.9596
O3 3.1667 1.9904 -3.8372
H33 3.9772 -2.6629 -3.1394
C12 0.7641 2.0870 1.6862
Br8 5.9521 4.4977 2.0387
C13 1.9165 -4.6083 -6.2782
H34 -0.7650 4.9599 8.7021
C14 2.4561 -0.7139 5.3508
H35 2.0082 5.5648 -4.5728
C15 -0.3309 1.3245 -4.9903
H36 -9.1619 3.3137 -0.5088
O4 -2.1230 5.1154 -3.9725
H37 0.7639 0.5378 0.1640
H38 -3.0984 5.5557 1.6534
H39 -2.7666 3.0554 1.0897
C16 0.6346 5.0818 7.0501
H40 0.2910 6.2267 -5.7620
H41 1.1792 3.4336 -3.0338
C17 6.1725 -5.3753 -6.7642
H42 -8.4883 -3.8088 3.3822
Br9 -5.3062 -0.6367 -0.6957
C18 3.1048 4.8900 -2.9265
Br10 2.8037 0.7093 4.0638
Br11 -8.0489 -9.0322 5.4351
H43 -7.8960 2.3915 -1.3413
H44 -0.0399 1.3039 -6.0392
O5 -0.3390 6.4711 -5.0724
C19 0.2368 0.8243 1.0687
C20 1.3698 -0.3691 -4.0580
H45 1.8383 -0.3029 6.1417
Br12 -6.6619 -5.4211 6.3353
Br13 3.1823 -1.8483 8.4715
C21 2.2355 -0.8477 -5.2314
Br14 2.0784 -5.2168 -4.4376
Br15 -4.8493 -1.7491 7.2290
Br16 -1.6438 0.9509 0.5799
H46 -4.5873 -10.3737 6.3695
H47 6.2269 1.1848 -0.8808
H48 -1.2544 -1.7243 8.5356
Br17 -4.6857 3.9754 -0.1638
H49 4.2934 -0.2046 -1.3919
C22 -0.4041 5.6725 7.9682
Br18 -8.4774 1.3773 0.8520
C23 -0.9310 2.6760 -4.6488
H50 0.6088 -0.9473 11.1644
C24 -5.4851 -10.2646 5.7654
H51 0.5405 -6.2243 -6.7345
H52 -0.0049 6.5465 8.4775
H53 6.4359 5.3936 -0.2092
Br19 1.0873 3.4845 0.3594
Br20 0.1291 3.3007 6.4422
H54 -1.7446 2.9060 -5.3244
H55 -7.9505 -3.3433 5.8836
Br21 4.4458 2.1281 -0.3466
H56 1.8068 -2.7735 5.2505
O6 4.2506 5.2332 -2.8729
H57 8.3279 -5.6049 -6.8495
Br22 6.2098 -5.3936 -4.8215
H58 -2.5866 -2.3566 6.4015
H59 -8.9136 -4.7960 5.5568
N2 4.2341 1.4864 -4.7230
H60 6.1941 -1.5092 -4.9403
C25 7.2776 0.6469 -2.6325
C26 7.2470 -0.1353 -3.7539
H61 -5.2858 1.2904 -3.9819
H62 2.5513 -0.0584 -5.9042
C27 3.4496 -1.6730 -4.8211
H63 -2.7517 -1.0129 9.1614
H64 1.7368 1.8737 2.1256
C28 1.9366 2.1277 -4.4805
H65 5.8529 -6.3732 -7.0537
O7 -0.0038 5.4634 -2.7452
C29 1.2856 -1.5898 10.6058
C30 1.8133 -1.8724 4.6413
H66 -1.0547 0.5517 -4.8036
H67 1.6440 -1.5289 -5.8298
Br23 0.2984 -3.2392 10.3027
C31 -2.2189 -1.3039 8.2625
C32 6.2079 0.5948 -1.7814
N3 3.8937 -1.7098 -3.4696
Br24 -2.0274 6.5587 -0.3561
Br25 -5.9626 -12.0714 5.2272
Br26 -1.8182 0.3353 7.2870
C33 6.1676 -0.9174 -4.0405
H68 -3.6079 0.1587 -2.3166
H69 2.0103 2.1211 -5.5738
H70 -1.4054 5.0615 1.4880
C34 5.0831 -0.9461 -3.2096
C35 5.1303 -0.1875 -2.0721
C36 -6.5805 -9.6143 6.5662
C37 -7.9527 -4.3122 5.3954
H71 -6.2144 -8.7085 7.0462
H72 0.0999 2.5118 2.4320
H73 2.2876 -2.0867 3.6897
C38 4.8265 4.0225 -0.5499
C39 -2.8093 3.8619 0.3610
C40 2.4269 4.6058 -4.2630
C41 -2.9869 -2.2727 7.4067
H74 1.8422 -0.5567 -3.1027
H75 -4.5676 1.5039 -1.6657
C42 -2.3567 5.1647 0.9707

Results
**Net charge**: +1
**Highest occupied orbital energy**: -0.3939 Eh
**Electronic energy**: -69601.75845 Ha
**Lowest unoccupied orbital energy**: -3.32 eV
**2S+1**: 1

---

# 2
Computed, not measured: a structure of composition C22H43N6PSeTi at a distorted geometry, with ωB97M-V with the def2-TZVPD basis set.

Atoms and positions in Å:
C1 -1.5093 -0.0457 2.2291
H1 1.2739 -1.2427 3.9640
C2 -2.3837 0.0938 3.2935
H2 1.2196 -1.0956 -2.7943
C3 0.0648 -2.9856 3.4762
H3 1.1252 3.1049 -1.4559
H4 -3.3748 -0.1629 -1.8493
N1 1.4935 0.3147 -1.3056
H5 -3.0969 0.9456 0.0916
H6 -1.8673 4.7698 -0.3530
H7 -0.5293 0.4169 2.2647
H8 2.1065 1.6382 -3.8275
H9 2.7650 -3.9760 1.2681
H10 -1.0768 3.6640 -1.4357
H11 1.1425 -2.7150 -1.0278
N2 0.3207 2.2699 0.3034
C4 -0.0196 1.4760 -3.7310
H12 0.7085 1.8760 1.1610
H13 3.7171 -0.3439 2.4047
H14 0.2684 -4.0548 3.4384
H15 2.1795 -2.7316 3.8662
H16 -4.2927 1.3231 -2.0683
C5 -2.4111 1.2842 -3.1171
H17 1.0193 -3.9100 1.1882
H18 -0.3921 1.6268 -4.7461
C6 -2.8605 2.9014 -0.4623
H19 -3.3651 3.0259 0.4971
C7 -3.9347 -1.4805 2.3154
C8 -1.5751 3.7238 -0.4590
H20 -0.4662 -2.7907 4.4070
C9 1.4918 2.6664 -0.5250
H21 3.1058 1.6800 -1.5452
H22 1.8583 -4.3182 -1.0878
H23 4.6372 -2.4314 0.3501
C10 1.9281 -3.3899 0.8775
C11 3.6736 -1.3526 1.9818
N3 -3.3354 -2.4835 0.1966
C12 -3.0655 -1.6370 1.2122
H24 -2.1109 0.7267 4.1274
H25 -2.8572 0.9346 -4.0490
Se1 -1.9465 -2.4372 -0.9325
C13 -1.8559 -0.8893 1.1730
H26 -0.6207 -2.7577 2.6579
C14 1.3743 0.8297 -3.7824
C15 1.7640 -0.1541 -2.6819
H27 4.0692 -2.0201 2.7517
H28 4.1587 -0.7906 -0.0748
H29 -3.5372 3.2882 -1.2261
C16 1.3626 -2.1750 3.4006
H30 0.0261 4.2720 0.8938
H31 0.0291 2.4705 -3.2790
H32 -2.3117 2.3699 -3.1857
H33 2.8451 1.1075 0.1000
N4 -1.1218 -1.0430 -0.0024
C17 -3.5941 -0.6174 3.3299
C18 4.5503 -1.4160 0.7349
H34 2.9017 -2.9060 -1.0226
H35 -4.2533 -0.5059 4.1796
H36 2.0837 3.4285 -0.0130
N5 -1.0338 0.7198 -2.9484
N6 -2.6660 1.4382 -0.6874
C19 2.3382 1.4320 -0.8111
Ti1 -0.5873 0.6314 -0.8031
C20 -3.2859 0.9210 -1.9343
H37 1.6183 -0.4799 -0.6610
H38 -4.8470 -2.0600 2.3426
H39 -1.1176 3.1091 1.5632
P1 1.8907 -1.7358 1.6900
H40 1.4813 0.2915 -4.7253
C21 1.9687 -3.3276 -0.6466
C22 -0.5828 3.3976 0.6561
H41 5.5586 -1.0671 0.9544
H42 2.8235 -0.3993 -2.7899
H43 -1.0577 -0.2398 -3.2945

Results
**Net charge**: +2
**Highest occupied orbital energy (spin up / spin down)**: -0.4570 / -0.4964 Eh
**Electronic energy**: -4784.41551 Ha
**Energy above the lowest of the compared OMol25 structures with the same formula, charge and spin**: 91.6 kJ/mol
**Lowest unoccupied orbital energy (spin up / spin down)**: -5.85 / -6.51 eV
**2S+1**: 3

---

# 3
Computed, not measured: a cluster of 2 separate species, C3H11NO2 in total at a distorted geometry, with ωB97M-V with the def2-TZVPD basis set.

Atoms and positions in Å:
N1 -0.2245 0.3761 0.1631
H1 -1.1232 -1.3625 -0.8994
H2 -0.8992 1.0954 0.4281
H3 2.9225 0.5157 0.6744
H4 0.7382 -0.0522 2.0384
H5 0.7810 -1.2803 0.8848
H6 -0.8179 1.5124 -2.0107
H7 -2.3177 0.4217 -1.6510
O1 -1.0046 -1.1581 1.8140
H8 1.8380 0.7968 -0.3777
H9 -1.3060 0.2828 -3.1342
C1 0.0980 -0.5112 1.3052
C2 -0.6194 -0.4093 -1.0641
H10 -1.8151 -0.6513 1.9593
H11 0.3609 -0.7451 -1.3786
C3 -1.2937 0.5399 -2.0698
O2 2.7600 0.9869 -0.1539

Results
**Net charge**: +1
**Highest occupied orbital energy (spin up / spin down)**: -0.5747 / -0.5717 Eh
**Electronic energy**: -325.74970 Ha
**Energy above the lowest of the compared OMol25 structures with the same formula, charge and spin**: 194.0 kJ/mol
**Lowest unoccupied orbital energy (spin up / spin down)**: -3.56 / -9.21 eV
**2S+1**: 2

---

# 4
Computed, not measured: a structure of composition C14H27CoN4O10P2, with ωB97M-V with the def2-TZVPD basis set.

Atoms and positions in Å:
C1 -3.0524 0.7066 1.2384
O1 2.2561 0.1758 4.9457
O2 -3.5821 -0.1949 0.2613
O3 -0.6260 1.1675 -0.0093
C2 -0.6732 -3.6570 -4.3498
O4 -2.7794 2.1251 -1.0423
H1 0.6906 0.3756 -3.1398
C3 -1.3819 -0.1827 -3.3671
H2 -1.5482 -3.3176 -3.7928
H3 -2.0060 -0.7933 -4.0210
C4 -4.1839 1.4646 1.9101
H4 -2.9282 -1.4970 3.7491
H5 -3.8019 2.1494 2.6672
C5 2.6124 1.0883 5.9972
C6 0.1232 -2.4811 -4.8908
N1 1.8147 1.9515 3.5604
N2 0.6106 -1.5962 -3.8247
H6 -1.5091 -0.5494 -2.3459
H7 5.1102 -0.3581 -0.4691
H8 -3.3197 1.3587 -1.3037
H9 1.8272 2.5949 4.3342
H10 -4.8445 0.7496 2.3973
H11 -4.7673 2.0220 1.1741
H12 4.2435 -1.5437 -2.5139
H13 1.7429 1.6680 6.3091
H14 -2.4717 3.8475 0.7977
H15 2.9381 0.4627 6.8196
P1 -1.9556 1.7984 0.2649
H16 -1.0157 -4.2873 -5.1708
C7 3.5747 -1.1126 -1.7810
H17 0.2917 -0.8028 -1.0753
P2 -1.9032 -0.1942 2.3708
H18 0.4376 2.8584 2.4305
Co1 0.5187 0.4713 1.4265
C8 0.0766 -0.2382 -3.7955
C9 1.8677 0.6130 3.7721
C10 2.2035 -1.2215 -1.9695
H19 0.1799 0.1896 -4.7968
H20 3.4704 0.4908 1.1851
H21 2.0134 3.0278 1.9060
O5 -1.3915 -1.3536 1.5973
N3 1.8241 -0.1103 0.1056
O6 -0.8914 0.8972 2.7367
C11 3.1446 0.0104 0.2730
O7 2.3072 -3.0425 -3.4286
O8 -1.7450 3.2235 0.9266
C12 1.3659 -0.7169 -0.9953
H22 -3.0070 -0.9822 0.2737
H23 -1.7426 0.8459 -3.4199
N4 1.3369 2.3974 2.3195
H24 0.9813 -2.8399 -5.4587
O9 1.6197 -0.2072 2.8872
H25 -0.4881 -1.8723 -5.5574
C13 4.0510 -0.4708 -0.6491
C14 1.7074 -2.0180 -3.1503
H26 3.4331 1.7337 5.6847
O10 -2.7060 -0.5586 3.6896
H27 -0.0533 -4.2649 -3.6926

Results
**Net charge**: +1
**Highest occupied orbital energy (spin up / spin down)**: -0.4259 / -0.4259 Eh
**Electronic energy**: -3586.66797 Ha
**Energy above the lowest of the compared OMol25 structures with the same formula, charge and spin**: 7.1 kJ/mol
**Lowest unoccupied orbital energy (spin up / spin down)**: -2.37 / -2.40 eV
**2S+1**: 2

---

# 5
Computed, not measured: a structure of composition C4H6Br9NO2 at a distorted geometry, with ωB97M-V with the def2-TZVPD basis set.

Atoms and positions in Å:
O1 -0.0854 -2.2153 -0.7467
Br1 1.4807 -3.8279 4.2535
N1 1.1282 -1.8406 -1.0892
H1 2.0881 -0.6051 -2.5610
H2 1.5418 -2.2081 -3.0763
Br2 0.7772 1.5974 0.6826
C1 -0.7353 4.2369 -1.3397
Br3 -2.2898 4.4626 -0.0524
Br4 -1.8946 0.3895 -0.8119
Br5 0.0533 -3.9651 1.5476
H3 -0.2098 3.2999 -1.1551
H4 -0.8477 -0.4787 1.2388
Br6 -1.5679 4.2495 -3.2249
H5 0.2754 -0.8972 -2.6817
C2 1.2658 -1.3187 -2.5098
Br7 -1.4944 -2.2672 3.7655
Br8 0.5239 5.7890 -1.1674
C3 -0.9691 0.5683 0.9611
C4 0.3590 -2.7687 3.1069
H6 0.8531 -1.8300 2.8564
O2 2.0508 -1.7247 -0.2674
Br9 -2.3033 1.3541 2.2709

Results
**Highest occupied orbital energy**: -0.3598 Eh
**Electronic energy**: -23527.18442 Ha
**Energy above the lowest of the compared OMol25 structures with the same formula, charge and spin**: 150.4 kJ/mol
**Lowest unoccupied orbital energy**: -0.97 eV
**2S+1**: 1

---

# 6
Computed, not measured: the molecule C2H7N3O at a distorted geometry, with ωB97M-V with the def2-TZVPD basis set.

Atoms and positions in Å:
N1 -0.7705 0.0517 0.7488
H1 1.6994 2.0481 -0.2366
H2 -1.3058 -1.7075 1.6957
H3 -1.2514 0.2803 1.7044
C1 0.8533 1.2130 -0.2455
N2 0.1659 1.2806 -1.6469
H4 -0.3265 -1.8311 -0.3374
N3 0.4373 0.6080 0.7717
H5 0.8357 -1.5229 1.3249
H6 1.0610 1.0280 -2.2092
H7 -0.7775 0.0342 -0.8314
O1 -0.2690 -0.1550 -1.6308
C2 -0.3519 -1.3275 0.8922

Results
**Highest occupied orbital energy**: -0.3396 Eh
**Electronic energy**: -319.64705 Ha
**Energy above the lowest of the compared OMol25 structures with the same formula, charge and spin**: 794.8 kJ/mol
**Lowest unoccupied orbital energy**: 0.75 eV
**2S+1**: 1

---

- Look up the electronic energy of the third one.
  -325.74970 Ha

---

- Look up the electronic energy of the third one.
  -325.74970 Ha